ORCA calculation (the ωB97M-V functional and the def2-TZVPD basis) on C7H3Cl5InN2O6S as an isolated structure.

Positions of all 25 atoms, in Å:
In 0.19444 -0.70391 0.46982
N -1.03445 -2.52639 -0.14081
N -2.18675 -2.59365 0.66510
C -2.24607 -1.74950 1.81101
O -3.08366 -2.01871 2.65049
O -1.43040 -0.74906 1.81909
H -1.28054 -2.51008 -1.12333
H -0.34266 -3.27533 0.02423
H -2.50633 -3.52726 0.87683
O 1.60411 -1.75245 -0.92645
S 2.16787 -2.60922 0.20208
O 1.69724 -1.79181 1.43595
O 1.45853 -3.89112 0.21967
O 3.60018 -2.70476 0.16783
Cl 1.35779 1.89878 2.15762
C 0.77307 2.33980 0.58897
C 0.25548 1.34000 -0.21779
C -0.21881 1.70275 -1.46604
Cl -0.88861 0.46985 -2.48650
C -0.17944 3.01928 -1.91862
Cl -0.78082 3.43529 -3.47928
C 0.35052 4.00388 -1.08861
Cl 0.40846 5.64099 -1.62356
C 0.83058 3.66794 0.17510
Cl 1.48024 4.88469 1.20721

Cartesian forces (eV/Å) of the 2 atoms listed first:
In 0.006 -0.064 -0.060
N 0.040 0.054 -0.046

Lowest unoccupied orbital energy: 0.078 Eh
Total charge: -1
Energy: -101198.8000 eV
HOMO level: -6.61 eV

***

ORCA calculation (the ωB97M-V functional and the def2-TZVPD basis) on H4N6O15V2 as an isolated structure in a non-equilibrium geometry.

Positions of all 27 atoms, in Å:
N 3.35063 2.58738 -0.12909
H 4.12993 3.14279 -0.48299
H 3.34029 1.62878 -0.47590
H 2.51206 3.03431 -0.51907
H 3.32478 2.69678 0.88282
V -1.03904 -2.73800 0.81312
V -2.14192 1.70651 -1.60563
N -0.24073 3.50074 -1.03421
O -0.50299 3.05355 -2.18626
O 0.79635 4.02162 -0.77406
O -1.13062 3.13474 -0.21594
N -1.30605 -3.51590 -1.81554
O -2.06529 -2.65870 -1.25800
O -1.20662 -3.72734 -2.98503
O -0.43117 -3.88202 -1.00448
N -3.09191 -0.06481 1.00944
O -4.10057 0.05439 1.61781
O -2.78231 0.80377 0.13370
O -2.33768 -1.05644 1.17441
N 0.79677 -2.73646 2.87417
O -0.18379 -1.98960 3.00260
O 1.66728 -2.89637 3.67143
O 0.71945 -3.35547 1.79006
N 0.50670 -0.18033 -0.63529
O 1.63221 0.23371 -0.71904
O 0.25394 -1.23377 -0.02116
O -0.46969 0.43615 -1.10790

Cartesian forces (eV/Å) of the 2 atoms listed first:
N -0.443 0.990 -0.547
H 0.387 -0.300 -0.099

<S²>: 6.150
Lowest unoccupied orbital energy (alpha / beta): -0.430 / -0.378 Eh
Total charge: +2
Energy: -91056.2768 eV
HOMO level (alpha / beta): -16.47 / -16.77 eV
Multiplicity: 5

***

ORCA calculation (the ωB97M-V functional and the def2-TZVPD basis) on an isolated ion of composition C9H17N4O and charge +1 in a non-equilibrium geometry.

Positions of all 31 atoms, in Å:
C -4.17353 -1.05133 -0.08220
N -3.34945 0.00313 0.41948
C -3.55826 1.26390 -0.33785
C -2.12179 -0.22581 1.06695
O -1.30758 -0.73917 0.02564
N 0.22022 -1.07821 0.09361
N 0.68828 -2.16153 0.79569
N 1.97050 -2.18915 0.84030
C 2.40630 -1.04071 0.32180
C 1.26623 -0.29770 -0.20839
C 1.28629 1.08935 -0.67417
C 2.70956 1.68314 -0.58646
C 3.88992 0.68245 -0.76821
C 3.75259 -0.46757 0.37794
H -5.24020 -1.13072 0.32546
H -4.34707 -0.84231 -1.22241
H -3.58043 -1.99672 0.03872
H -2.88817 2.07261 -0.02162
H -3.44916 0.97025 -1.33308
H -4.46184 1.69972 -0.26374
H -1.89955 0.65382 1.61608
H -2.29822 -1.11144 1.73174
H 0.08837 -2.92897 1.33275
H 0.97249 1.28496 -1.70932
H 0.44449 1.58649 -0.04255
H 2.90644 2.36671 -1.34348
H 2.94764 2.07938 0.44427
H 4.81084 1.14185 -0.69305
H 3.72180 0.15479 -1.69427
H 4.08598 -0.18740 1.40136
H 4.50730 -1.28382 0.14903

Cartesian forces (eV/Å) of the 2 atoms listed first:
C -0.738 -1.168 -1.876
N -0.202 1.888 0.327

Structure (SMILES): CN(C)CO[n+]1[nH]nc2c1CCCC2
Lowest unoccupied orbital energy: -0.142 Eh
Total charge: +1
Energy: -17604.5322 eV
HOMO level: -12.37 eV

***

ORCA calculation (the ωB97M-V functional and the def2-TZVPD basis) on C22H18F12NO2STc as an isolated structure in a non-equilibrium geometry.

Positions of all 57 atoms, in Å:
Tc -0.13760 0.22241 -1.96686
C -4.41180 0.96021 3.59214
C -3.31210 0.72941 2.69134
C -1.96980 0.86171 3.11604
C -0.93330 0.56671 2.27964
C -1.13250 0.14991 0.92524
N -0.04560 -0.15289 0.16174
C 0.99990 -0.86029 0.63424
C 0.82110 -1.68029 1.80314
C 1.84670 -2.31259 2.43544
C 3.18170 -2.19249 1.96634
C 4.30620 -2.78959 2.63474
C 3.36300 -1.48969 0.73464
C 2.32800 -0.90549 0.05444
C 2.64270 -0.36709 -1.34486
O 1.53590 0.18751 -1.90066
C 2.94490 -1.60539 -2.30346
F 1.75150 -2.22809 -2.37826
F 3.83130 -2.43349 -1.82236
F 3.26850 -1.18049 -3.49656
C 3.73250 0.76851 -1.32716
F 4.94190 0.35511 -1.09456
F 3.34610 1.62001 -0.36096
F 3.63920 1.43211 -2.46956
C -2.50160 0.11201 0.45604
C -3.52940 0.35541 1.32964
C -2.80040 -0.38889 -0.96986
O -1.79280 0.01131 -1.78456
C -4.16150 0.10991 -1.60916
F -4.13130 -0.16979 -2.89176
F -4.19520 1.43641 -1.46396
F -5.20230 -0.43119 -1.03036
C -2.75320 -1.97279 -0.92716
F -3.13450 -2.51769 -2.04016
F -3.42040 -2.43289 0.10354
F -1.43900 -2.26539 -0.72486
H -4.08990 1.26001 4.58744
H -5.06360 0.06921 3.66614
H -5.14450 1.68391 3.19974
H -1.76910 1.20581 4.12284
H 0.08430 0.68021 2.62814
H -0.19000 -1.81449 2.15674
H 1.63720 -2.92249 3.30714
H 4.13190 -2.99739 3.69414
H 5.24930 -2.25769 2.45584
H 4.54290 -3.78309 2.19834
H 4.37100 -1.46199 0.33984
H -4.55750 0.24151 1.01624
C 0.39370 2.97151 -4.04736
S -0.54160 2.75201 -2.55356
C 0.32520 3.74791 -1.34576
H 1.46370 2.78081 -3.94926
H 0.28150 4.02001 -4.35356
H -0.05210 2.37251 -4.84326
H 0.25420 4.80081 -1.64486
H 1.38160 3.50021 -1.25516
H -0.18510 3.64871 -0.39096

Cartesian forces (eV/Å) of the 2 atoms listed first:
Tc -0.644 2.589 -0.729
C -1.001 0.120 0.579

Lowest unoccupied orbital energy (alpha / beta): -0.605 / -0.604 Eh
Total charge: +4
Energy: -74286.3603 eV
HOMO level (alpha / beta): -21.22 / -21.23 eV

***

ORCA calculation (the ωB97M-V functional and the def2-TZVPD basis) on a 2-piece molecular cluster, C4H11NO2 overall in a non-equilibrium geometry.

Positions of all 18 atoms, in Å:
C 0.41934 1.52879 1.14591
N -0.90495 1.29198 0.60708
C -1.10282 0.38712 -0.56282
C -1.36489 -1.02499 -0.04817
C 0.09242 0.31635 -1.49247
O -0.05350 0.30574 -2.68802
H 1.16080 0.75976 0.91752
H 0.33240 1.65451 2.21048
H 0.88586 2.44298 0.76421
H -1.57151 1.03211 1.31473
H -1.92209 0.83944 -1.12004
H -1.25990 -1.82458 -0.77374
H -2.32267 -1.10642 0.38981
H -0.65022 -1.26795 0.73999
H 1.07668 0.11787 -1.05377
O 2.53209 -1.42946 -0.23670
H 2.33592 -2.23177 -0.74862
H 2.31702 -1.79150 0.63463

Cartesian forces (eV/Å) of the 2 atoms listed first:
C 0.309 0.058 -0.396
N -0.186 0.010 -0.859

Structure (SMILES): CN[C@H](C)C=O.O
Lowest unoccupied orbital energy: 0.018 Eh
Total charge: 0
Energy: -9910.2960 eV
HOMO level: -8.72 eV

***

ORCA calculation (the ωB97M-V functional and the def2-TZVPD basis) on a 9-piece molecular cluster, C13H46N12O9 overall in a non-equilibrium geometry.

Positions of all 80 atoms, in Å:
C 2.48454 -5.87076 -1.13134
O 2.99853 -6.69357 -0.09585
C 2.42474 -6.35231 1.16851
C 2.96796 -7.28366 2.23848
C 2.58628 -6.81911 3.63703
N 4.47356 -7.27057 2.16943
H 2.48988 -4.79938 -0.93083
H 1.46377 -6.23387 -1.25091
H 3.09750 -6.06172 -2.01220
H 2.81491 -5.39129 1.50361
H 1.33848 -6.30882 1.08935
H 2.50062 -8.25525 2.07812
H 1.50390 -6.70687 3.69999
H 2.95563 -5.80209 3.76871
H 3.06449 -7.47238 4.36686
H 4.64582 -7.05453 1.19796
H 4.73438 -8.24401 2.23641
C 0.95275 8.05116 -4.02500
O 1.97693 7.08643 -3.81975
C 1.64474 6.19742 -2.73848
C 2.80085 5.63227 -1.81468
C 3.84433 4.66700 -2.33877
N 2.17504 4.84419 -0.76406
H 1.41577 8.66717 -4.79588
H 0.73452 8.68367 -3.16453
H 0.03962 7.60955 -4.42408
H 0.75484 6.49696 -2.18488
H 1.23595 5.32933 -3.25559
H 3.29696 6.51441 -1.40996
H 3.21116 3.80901 -2.56471
H 4.65941 4.36046 -1.68318
H 4.23860 5.07211 -3.27072
H 1.27909 5.20276 -0.46605
H 2.77187 5.21852 -0.04033
N 0.16215 -2.31641 4.82229
C -0.05790 -2.89218 5.98371
N -0.94038 -3.85418 5.88618
O 0.44086 -2.47595 7.02758
H -0.32609 -2.58523 3.98000
H 0.95559 -1.69697 4.73945
H -1.50766 -4.11548 5.09244
H -1.07351 -4.33920 6.76204
N -5.61682 3.17493 -3.85647
C -4.77551 2.47061 -4.55698
N -5.01942 2.42443 -5.80557
O -3.83870 1.83605 -4.06933
H -5.37782 3.35577 -2.89196
H -6.32542 3.76615 -4.26689
H -4.49452 1.84011 -6.44051
H -5.83512 2.85921 -6.21264
N 1.78650 0.49648 0.90055
C 0.97324 -0.09475 0.06495
N 0.39517 0.76830 -0.71122
O 0.72352 -1.27160 0.14695
H 2.33294 -0.12308 1.48162
H 1.95632 1.46468 0.66848
H 0.73156 1.70774 -0.55499
H -0.13753 0.36825 -1.47036
N -3.48815 -2.05604 1.12165
C -3.99744 -2.70235 2.17436
N -5.17735 -2.21866 2.37506
O -3.50148 -3.66144 2.77940
H -2.56783 -2.27269 0.76643
H -3.90654 -1.19272 0.80586
H -5.50703 -2.44440 3.30266
H -5.33606 -1.38666 1.82488
N -4.00082 5.09930 0.78632
C -2.92113 4.39482 0.70154
N -3.24212 3.14020 0.65513
O -1.78049 4.86853 0.75587
H -3.87458 6.06447 1.05580
H -4.88728 4.63218 0.91313
H -2.43509 2.55580 0.48998
H -4.17175 2.75210 0.58257
O -0.57724 -0.15176 -5.24912
H -0.31704 0.29180 -6.05644
H -1.25649 0.40949 -4.87514
O 4.04352 -2.19215 2.55568
H 3.49204 -2.70947 1.96875
H 4.70147 -2.81035 2.87374

Cartesian forces (eV/Å) of the 2 atoms listed first:
C -0.103 -0.895 0.059
O 0.169 0.542 0.708

Structure (SMILES): COC[C@H](C)N.COC[C@H](C)N.NC(N)=O.NC(N)=O.NC(N)=O.NC(N)=O.NC(N)=O.O.O
Lowest unoccupied orbital energy: -0.011 Eh
Total charge: 0
Energy: -50536.0812 eV
HOMO level: -9.18 eV